The following is a DFT calculation (ωB97M-V with the def2-TZVPD basis set) of C43H67BeN4O8 as an isolated structure in a non-equilibrium geometry.

Properties
- Gap between HOMO and LUMO: 5.496 eV
- Net charge: +1
- Strongest force on any atom: 3.98 eV/Å
- HOMO: -9.7824 eV

Structure (XYZ):
```
123
Properties=species:S:1:pos:R:3:forces:R:3:lowdin_charge:R:1
Be -1.21910 -2.65269 -1.77515 0.0 2.4 2.9 0.955
C 1.27687 1.08665 -0.37580 -0.4 -0.5 -0.9 -0.095
C -0.03863 0.54117 0.20677 -0.4 -1.5 0.4 -0.415
O -0.44989 -0.80390 -0.07863 0.2 -0.5 -0.8 -0.370
H 1.30394 0.85790 -1.44118 0.0 0.0 -0.3 0.059
H 2.17282 0.63647 0.05166 -0.1 -0.2 0.2 0.038
H 1.38439 2.16897 -0.30421 -0.2 0.1 0.3 0.049
H -0.88270 1.21679 0.06826 0.0 0.5 -0.5 0.074
H 0.09920 0.54397 1.28802 0.1 0.1 0.5 0.072
N -3.45252 -1.54360 -2.38993 -1.1 1.3 -0.5 0.043
C -4.50777 -2.22380 -2.86723 0.5 -1.1 0.7 -0.155
C -5.83473 -1.79360 -2.88201 0.4 1.2 0.3 -0.046
C -6.05445 -0.47944 -2.49645 0.4 0.2 -0.1 -0.042
C -4.96863 0.34386 -2.13592 -2.2 -0.7 -0.8 -0.043
C -3.73987 -0.22076 -2.12427 2.2 -0.8 0.6 -0.121
H -4.24558 -3.23157 -3.15366 -0.3 -0.3 -0.1 0.100
H -6.70618 -2.37732 -3.13940 0.4 -0.4 -0.3 0.110
H -7.05613 -0.07818 -2.54137 -0.1 0.1 0.2 0.112
H -5.16900 1.38556 -1.93316 0.5 0.0 0.2 0.105
H -2.91682 0.41970 -1.84358 0.4 -0.2 0.1 0.098
N -2.78413 -3.39783 -0.00626 -0.3 -0.9 1.4 0.025
C -3.35557 -4.64441 -0.09142 -1.1 1.7 0.1 -0.126
C -4.49059 -5.02398 0.67122 1.4 1.2 0.9 -0.032
C -4.86325 -4.17233 1.74322 0.3 1.6 -0.5 -0.035
C -4.24725 -2.89797 1.93310 1.0 -2.6 -1.8 -0.035
C -3.16437 -2.62459 1.06394 -1.4 0.6 -1.4 -0.125
H -2.99902 -5.20470 -0.94310 -0.1 -0.4 0.1 0.091
H -5.01901 -5.94815 0.48932 0.1 -0.1 0.0 0.103
H -5.71211 -4.31776 2.39491 -0.2 -0.7 -0.2 0.106
H -4.61513 -2.19435 2.66521 0.3 0.0 0.0 0.111
H -2.82113 -1.60108 1.03215 0.8 0.0 0.1 0.094
N -1.12631 -3.24423 5.34779 1.0 1.4 -0.3 0.072
C -1.34339 -2.58954 4.18941 -0.3 -1.6 0.8 -0.173
C -0.64244 -1.50459 3.75726 1.0 0.8 0.0 -0.085
C 0.32374 -0.98561 4.59472 0.2 0.1 0.4 -0.055
C 0.59970 -1.62247 5.81485 0.7 1.6 -1.0 -0.067
C -0.11434 -2.71590 6.12173 -2.4 -2.5 -0.3 -0.146
H -2.07851 -2.98628 3.50487 -0.3 -0.4 0.2 0.071
H -0.77304 -1.11486 2.75853 -0.3 0.2 -0.1 0.080
H 0.84300 -0.08435 4.30405 0.2 0.0 0.1 0.087
H 1.37300 -1.27290 6.48284 0.0 0.1 -0.1 0.107
H 0.05218 -3.29776 7.01622 0.2 0.1 0.2 0.103
N 0.06389 -4.46811 -0.45597 0.1 0.1 0.3 0.032
C 0.57862 -4.19061 0.77429 0.2 -1.1 0.2 -0.106
C 1.34862 -5.13444 1.51807 -0.6 -1.0 -1.9 -0.006
C 1.61636 -6.42067 0.91761 -0.7 2.9 1.1 -0.036
C 1.05051 -6.65590 -0.31591 0.8 -0.8 0.6 -0.074
C 0.30651 -5.68514 -0.94699 -0.5 0.0 -0.3 -0.157
H 0.30908 -3.22003 1.16382 0.1 0.2 0.1 0.093
H 1.69239 -4.97672 2.52968 0.0 0.5 0.0 0.105
H 2.21687 -7.12334 1.47623 -0.1 -0.2 -0.2 0.111
H 1.21984 -7.64718 -0.70972 -0.3 0.1 -0.6 0.111
H -0.17611 -5.96333 -1.87224 0.0 0.2 -0.3 0.107
C 3.66007 -0.81420 2.65088 -0.2 1.5 0.4 -0.010
C 3.50590 0.11258 3.87829 -0.7 -0.2 -0.4 -0.457
O 3.50219 -0.35353 4.99596 0.2 0.6 -0.4 0.057
C 3.23092 1.60537 3.55649 0.6 -0.3 0.1 -0.008
H 2.71711 -1.34611 2.52439 0.2 -0.5 0.3 0.071
H 4.55728 -1.42095 2.77324 -0.3 -0.2 -0.2 0.093
H 3.70345 -0.14425 1.79217 0.5 -0.3 -0.2 0.031
H 3.73171 2.23309 4.29355 -0.2 0.0 0.1 0.087
H 2.17071 1.85545 3.51752 -0.2 -0.3 0.4 0.074
H 3.60484 1.89417 2.57421 0.3 -0.2 0.1 0.046
C -2.87786 2.15907 2.82116 0.6 0.2 -0.2 -0.025
C -3.54961 3.04549 3.83771 -0.5 -0.4 1.5 -0.468
O -3.11306 3.00799 4.98056 -0.6 0.5 -1.1 0.053
C -4.81438 3.85396 3.44914 1.5 -0.7 0.5 -0.007
H -1.89910 1.93694 3.24635 0.0 -0.1 -0.2 0.077
H -2.74632 2.61379 1.83932 -0.2 0.1 -0.1 0.061
H -3.38925 1.20733 2.67702 -0.3 0.1 0.1 0.082
H -5.05968 4.53851 4.26112 0.1 0.2 -0.3 0.081
H -5.64435 3.15481 3.34694 0.0 0.0 -0.4 0.082
H -4.53841 4.32171 2.50408 -0.6 0.3 0.0 0.068
C 2.69677 7.23814 -0.62897 -0.9 0.6 -0.2 -0.014
C 1.93171 6.38392 -1.62924 1.6 0.0 -1.1 -0.505
O 0.88576 6.69592 -2.12194 -1.0 0.3 0.3 0.070
C 2.66784 5.16403 -2.14691 0.0 -0.3 0.7 -0.025
H 3.70632 7.45345 -0.97905 0.1 -0.4 0.1 0.083
H 2.68681 6.81132 0.37394 0.2 -0.1 -0.1 0.087
H 2.18261 8.19877 -0.59861 -0.1 0.0 0.2 0.084
H 2.28201 4.73198 -3.07026 -0.1 0.4 0.1 0.082
H 2.51699 4.43474 -1.35100 0.2 -0.4 0.1 0.069
H 3.74230 5.33643 -2.20934 0.0 0.0 -0.1 0.074
C 3.53970 -2.22293 -3.26892 -0.4 0.4 0.7 -0.005
C 2.65224 -2.52211 -2.06050 -0.3 -0.4 0.4 -0.430
O 1.45266 -2.67399 -2.19140 0.0 0.1 -0.2 -0.006
C 3.32126 -2.67648 -0.66264 -0.1 0.7 -1.4 0.006
H 2.95623 -1.99100 -4.15992 -0.1 -0.4 0.1 0.080
H 4.21252 -3.06833 -3.41286 0.1 0.1 -0.1 0.093
H 4.11793 -1.32185 -3.06445 0.3 -0.1 0.2 0.075
H 2.69941 -2.19717 0.09344 0.0 -0.1 -0.1 0.064
H 4.28692 -2.17859 -0.75059 0.1 -0.1 0.4 0.069
H 3.48602 -3.72364 -0.40886 -0.1 0.0 -0.1 0.084
C -1.94797 4.96236 -0.54922 -0.7 -0.3 0.3 -0.005
C -2.23175 3.71578 -1.36265 -0.1 -0.3 -0.3 -0.484
O -3.25818 3.06718 -1.27296 0.2 0.5 0.3 0.048
C -1.14449 3.27495 -2.28566 0.5 0.3 -0.5 -0.016
H -2.09269 5.84236 -1.17592 0.0 0.0 0.0 0.096
H -0.94563 5.02135 -0.12503 0.1 -0.2 -0.3 0.080
H -2.66327 4.97559 0.27313 0.0 0.2 -0.1 0.072
H -0.91023 3.99872 -3.06628 -0.1 0.5 0.2 0.094
H -1.36441 2.36602 -2.84565 0.0 -0.3 0.6 0.065
H -0.25071 3.24149 -1.66265 0.2 -0.5 -0.2 0.068
C 7.09368 3.03771 -0.52330 0.0 0.6 0.8 -0.020
C 6.07913 2.21490 0.18536 0.1 0.3 4.0 -0.479
O 5.95282 2.29031 1.43327 0.1 -0.2 -3.1 0.035
C 5.25177 1.29074 -0.60765 -0.9 -1.1 -0.1 -0.028
H 7.85040 2.34714 -0.89559 0.0 0.3 -0.6 0.097
H 7.55011 3.71989 0.19391 0.1 -0.2 0.1 0.089
H 6.58086 3.68563 -1.23415 0.3 -0.4 -0.7 0.088
H 4.29116 1.76357 -0.81202 0.1 0.4 -0.6 0.082
H 4.91383 0.43743 -0.01964 0.4 -0.1 0.3 0.062
H 5.74464 0.90477 -1.49995 -0.2 0.3 -0.2 0.088
C -2.07178 -1.07131 -5.71415 1.2 -0.7 0.5 -0.003
C -1.02532 -0.54132 -4.73017 -0.7 0.0 -0.2 -0.437
O -0.90634 -1.01219 -3.60921 0.6 -0.5 -0.1 -0.007
C -0.31257 0.74718 -5.10217 0.7 -0.5 0.6 -0.006
H -2.97640 -0.48560 -5.55075 0.0 0.0 -0.4 0.095
H -2.26236 -2.12575 -5.51429 -0.2 0.1 0.4 0.077
H -1.67725 -1.07339 -6.73024 -0.3 0.6 -0.1 0.087
H -1.08157 1.49470 -5.29700 0.2 0.2 0.1 0.095
H 0.39173 0.74033 -5.93405 -0.6 -0.6 -0.6 0.091
H 0.38293 0.97038 -4.29312 -0.6 0.5 0.4 0.078
```
Forces are in eV/Å.